No. 1
ORCA calculation (ωB97M-V with the def2-TZVPD basis set) on a cluster of 2 separate species, C18H28N2O10 in total at a distorted geometry.

Atoms and positions in Å:
O 5.7630 -1.5574 6.8423
O -4.5581 -0.7824 -3.1032
O 3.2920 -2.9063 2.0733
O -3.9138 0.1216 -1.1266
O -1.5505 -1.1339 0.0587
O -3.3426 4.9970 -5.2449
O -2.0212 1.6833 -2.4073
O -5.6463 2.2645 -6.1640
O -3.7890 0.4926 -5.3991
O -3.9139 3.4585 -3.1660
C 5.1039 -1.3417 5.8400
C -3.8118 -0.0527 -2.4648
C 3.9046 -2.7453 3.1222
C -0.8456 -1.7553 2.2602
C 0.5610 -0.3277 0.8634
C 0.1124 -1.6940 3.2910
C 1.5216 -0.2776 1.8912
C -0.6198 -1.0765 1.0450
C 1.3023 -0.9637 3.1032
N 5.1963 -3.0943 3.2231
N 4.0321 -2.0989 5.5934
C 5.5312 -0.2248 4.9067
C 5.9924 -3.6276 2.1184
C -4.0310 4.0511 -6.0817
C -2.7219 0.7278 -3.2339
C -5.0441 3.2144 -5.2793
C -3.3069 1.4691 -4.4584
C -4.4321 2.4707 -4.0679
C 2.3530 -0.9202 4.1978
C 3.1848 -2.2082 4.3873
H -4.6160 -0.4782 -0.8311
H -1.5639 -0.3320 -0.4715
H -2.7820 5.5839 -5.7875
H -2.6292 2.4380 -2.2280
H -5.0277 1.5104 -6.2894
H -4.3143 -0.1878 -4.9157
H -3.5851 4.2139 -3.7147
H -1.7549 -2.3223 2.3850
H 0.7345 0.1848 -0.0703
H -0.0601 -2.2212 4.2179
H 2.4396 0.2709 1.7374
H 5.6421 -2.9924 4.1223
H 3.8298 -2.7497 6.3368
H 5.4381 -0.5154 3.8646
H 6.5707 0.0242 5.1161
H 4.9136 0.6491 5.1035
H 5.6417 -4.6296 1.8625
H 5.8809 -2.9875 1.2402
H 7.0459 -3.6729 2.3982
H -3.3060 3.3932 -6.5719
H -4.5696 4.5902 -6.8686
H -1.9969 -0.0112 -3.5877
H -5.8215 3.8912 -4.9076
H -2.4912 2.0301 -4.9264
H -5.2431 1.9264 -3.5708
H 3.0195 -0.0875 3.9859
H 1.8470 -0.6940 5.1377
H 2.4561 -2.9867 4.6131

Cartesian forces (eV/Å) of the 6 atoms listed first:
0.2 0.0 0.4
0.5 0.4 0.9
0.0 0.3 0.5
0.4 0.0 -1.4
-0.6 -0.5 0.0
0.2 0.3 -0.4

**F_max**: 2.172 eV/A
**Total charge**: 0
**SMILES**: O=C(O)[C@H](O)[C@@H](O)[C@@H](O)[C@H](O)CO.CNC(=O)[C@H](Cc1ccc(O)cc1)NC(C)=O
**2S+1**: 1
**Orbital gap**: 0.31458 hartree

Results of the natural (NBO) charge analysis, in e, for atoms 1 through 5:
1. O -0.627
2. O -0.630
3. O -0.620
4. O -0.654
5. O -0.688

=====

No. 2
ORCA calculation (ωB97M-V with the def2-TZVPD basis set) on a cluster of 4 separate species, C28H50BCl8FI2N3O in total at a distorted geometry.

Atoms and positions in Å:
C 6.9068 -4.1342 1.6030
C 8.1235 -3.5551 0.6389
C 7.3758 -2.8141 -0.6380
C 8.3988 -1.7494 -1.3970
C 7.8693 -1.5655 -2.9603
C 6.6466 -0.4656 -3.0404
C 5.1551 -1.1899 -3.0437
C 4.1310 -0.1879 -3.8464
C 2.6101 -0.3217 -3.1698
C 2.6620 0.4326 -1.7108
N 1.3519 0.2323 -0.9105
N 0.4426 -0.5569 -1.5455
C -0.8697 -0.7781 -0.8861
B -2.0554 -1.6944 -1.6265
O -3.4553 -1.1605 -1.7257
N -1.7782 -3.0570 -2.2384
C -2.8312 -4.0603 -1.8194
C -1.7252 -2.9382 -3.7458
C -1.3017 -0.1643 0.6099
F -2.6119 -0.4320 1.2569
C -0.1009 0.7846 1.2870
C -0.4213 1.4316 2.7469
Cl -2.0245 2.4260 2.6222
C -0.7548 0.1784 3.7960
C 0.2789 0.1155 5.0723
Cl -2.4936 0.2652 4.4686
C 1.3093 0.9365 0.4214
C 2.4744 1.8696 1.0962
I 3.2258 1.0637 3.0390
C 1.9306 3.4445 1.2503
C 2.3734 4.1498 2.6624
I 2.9577 4.6203 -0.3451
H 5.8850 -3.9973 1.0339
H 7.0331 -5.2822 1.7990
H 6.8386 -3.4877 2.5999
H 8.8424 -2.7968 1.2119
H 8.8062 -4.4454 0.2437
H 7.0097 -3.6280 -1.4224
H 6.4494 -2.1839 -0.2974
H 8.3200 -0.7037 -0.8650
H 9.5208 -2.1297 -1.4120
H 7.5675 -2.5867 -3.4708
H 8.7597 -1.1277 -3.5873
H 6.6959 0.1989 -2.0629
H 6.7013 0.2186 -3.9970
H 4.7687 -1.4480 -1.9598
H 5.1841 -2.2268 -3.6315
H 4.4101 0.9631 -3.7407
H 3.9778 -0.5022 -4.9876
H 2.3522 -1.4621 -3.1291
H 1.8932 0.2904 -3.8980
H 3.6096 0.1810 -1.0640
H 2.7000 1.5986 -1.9450
H -3.8739 -1.4190 -0.8391
H -2.2686 -5.0512 -1.5060
H -3.5997 -4.3308 -2.6663
H -3.4658 -3.6805 -0.8914
H -1.7097 -4.0299 -4.1921
H -0.7244 -2.3641 -4.0435
H -2.6703 -2.3311 -4.1264
H 0.3728 2.1732 3.1732
H -0.6598 -0.8772 3.2475
H -0.3088 -0.3968 5.9748
H 0.6193 1.1806 5.4249
H 1.1569 -0.6111 4.8065
H 3.4626 1.9731 0.4458
H 0.7838 3.5418 0.9981
H 2.0387 5.2928 2.5792
H 3.5488 4.1793 2.7563
H 1.8276 3.7344 3.6173
Cl -5.2160 -1.3206 2.5154
C -6.4963 -2.0576 3.5101
C -6.0852 -2.1927 4.9674
Cl -4.8001 -3.4051 5.1943
H -6.7508 -3.0278 3.0715
H -7.3728 -1.4079 3.4299
H -6.9399 -2.5216 5.5663
H -5.7302 -1.2412 5.3759
Cl -8.0101 1.7787 1.2177
C -6.3753 1.5847 0.5384
C -5.5646 2.8682 0.6169
Cl -6.1911 4.1275 -0.4761
H -6.4759 1.2341 -0.4938
H -5.8830 0.7982 1.1180
H -4.5304 2.6744 0.3164
H -5.5525 3.2759 1.6327
Cl -10.6028 6.2309 -0.2006
C -9.8013 5.2016 -1.4129
C -9.4162 5.9784 -2.6615
Cl -10.8400 6.4888 -3.6023
H -10.4716 4.3684 -1.6474
H -8.9044 4.7930 -0.9381
H -8.8111 5.3481 -3.3203
H -8.8331 6.8719 -2.4166

Cartesian forces (eV/Å) of the 6 atoms listed first:
0.1 0.3 -0.2
-0.7 0.0 -0.3
1.3 0.4 -0.2
-0.9 -0.7 -0.9
0.7 1.1 0.0
-0.6 -0.9 0.5

**F_max**: 5.966 eV/A
**Total charge**: +1
**2S+1**: 1
**Orbital gap**: 0.23764 hartree

Results of the Mulliken charge analysis, in e, for atoms 1 through 5:
1. C -0.835
2. C -0.393
3. C -0.343
4. C -0.657
5. C -0.539

=====

No. 3
ORCA calculation (ωB97M-V with the def2-TZVPD basis set) on a cluster of 6 separate species, C54H82N9O3 in total at a distorted geometry.

Atoms and positions in Å:
N -0.5855 -0.1112 -0.0434
O 0.3916 -0.1302 -0.8234
O -1.5218 -0.9555 -0.1900
O -0.5700 0.6167 0.9642
C -2.3984 -0.6751 7.9431
C -1.3231 -0.1160 6.9808
C -2.0136 0.5538 5.8077
N -1.1287 1.4411 4.9221
C -0.7277 2.6572 5.7082
C 0.3115 3.5003 4.9992
C 1.5501 2.7066 4.6490
C 1.1980 1.4568 3.8443
C 0.0178 0.6283 4.3646
C -2.0101 1.8572 3.7980
H -2.0863 -1.5133 8.5577
H -3.2870 -0.9018 7.3507
H -2.6709 0.1003 8.6601
H -0.6450 -0.8988 6.6414
H -0.7358 0.5773 7.5846
H -2.7623 1.2736 6.1389
H -2.4633 -0.2361 5.2069
H -0.4197 2.3333 6.6960
H -1.6183 3.2810 5.7894
H 0.4972 4.3558 5.6502
H -0.0646 3.9627 4.0813
H 2.1401 2.4939 5.5452
H 2.2243 3.2873 4.0159
H 2.0208 0.7420 3.7626
H 0.9643 1.7750 2.8210
H 0.4642 0.0070 5.1380
H -0.4581 0.0042 3.6112
H -2.8716 2.3992 4.1860
H -2.2994 1.0091 3.1879
H -1.5332 2.5991 3.1589
C 4.5320 0.7163 1.4742
C 3.3794 -0.2190 0.9951
C 3.7061 -1.5559 1.6168
N 2.7606 -2.7241 1.3220
C 3.3603 -3.9115 2.0481
C 2.6696 -5.2034 1.7104
C 2.6386 -5.4661 0.2029
C 2.0298 -4.2517 -0.5069
C 2.7356 -2.9541 -0.1639
C 1.4209 -2.4127 1.8903
H 5.5334 0.3997 1.2016
H 4.4065 0.8324 2.5599
H 4.3757 1.7802 1.2632
H 3.4105 -0.2273 -0.0956
H 2.4294 0.2209 1.2943
H 3.7939 -1.5065 2.7023
H 4.6474 -1.9500 1.2326
H 4.4206 -3.9615 1.7926
H 3.3440 -3.6791 3.1132
H 3.1842 -6.0216 2.2188
H 1.6570 -5.2715 2.1215
H 3.6634 -5.5772 -0.1661
H 2.0953 -6.3923 0.0373
H 2.0396 -4.4204 -1.5831
H 0.9871 -4.2306 -0.1711
H 3.7717 -2.9331 -0.4988
H 2.1573 -2.1461 -0.6127
H 1.0526 -1.4139 1.6732
H 1.6131 -2.3936 2.9688
H 0.6988 -3.2055 1.7461
C 3.3297 2.3492 -2.4656
N 4.5909 2.7533 -1.8028
C 4.5376 3.7800 -0.9393
C 5.5834 4.0192 -0.0866
C 6.6814 3.1585 -0.0367
C 6.7087 2.1335 -0.9782
C 5.6686 1.9533 -1.8536
C 7.7852 3.3874 0.9406
C 9.1172 3.2318 0.5806
C 10.1015 3.5887 1.4820
N 9.7751 4.0705 2.6805
C 8.4939 4.1769 3.0963
C 7.4850 3.8155 2.2345
C 10.8658 4.4969 3.5981
H 2.7037 1.8857 -1.7015
H 3.5173 1.6558 -3.2773
H 2.8325 3.2501 -2.8142
H 3.6262 4.3587 -0.8990
H 5.5134 4.8782 0.5686
H 7.5610 1.4657 -0.9906
H 5.6144 1.1867 -2.6138
H 9.3979 2.8835 -0.4041
H 11.1582 3.4859 1.2707
H 8.4023 4.5721 4.0963
H 6.4548 3.9243 2.5442
H 11.4990 3.6304 3.7825
H 10.4535 4.7953 4.5565
H 11.4252 5.3154 3.1543
C -11.3780 -3.8755 -4.0734
N -10.1495 -3.7236 -3.2271
C -10.0370 -4.3945 -2.0686
C -8.9319 -4.2097 -1.2693
C -7.9277 -3.3111 -1.6216
C -8.0985 -2.6078 -2.8119
C -9.2102 -2.8403 -3.5917
C -6.7424 -3.1645 -0.7274
C -6.3039 -4.2753 0.0028
C -5.2228 -4.1583 0.8349
N -4.5706 -2.9936 0.9705
C -4.9483 -1.8959 0.2958
C -6.0148 -1.9747 -0.5874
C -3.4344 -2.9289 1.9192
H -12.0106 -3.0172 -3.8579
H -11.8586 -4.8099 -3.8046
H -11.0771 -3.8912 -5.1160
H -10.8950 -5.0109 -1.8344
H -8.9087 -4.7593 -0.3377
H -7.3373 -1.9365 -3.1832
H -9.4106 -2.2583 -4.4810
H -6.7845 -5.2268 -0.1722
H -4.8154 -5.0106 1.3632
H -4.4116 -0.9783 0.4866
H -6.3078 -1.0578 -1.0822
H -3.7371 -3.4332 2.8327
H -3.1581 -1.8961 2.0949
H -2.5925 -3.4521 1.4702
C -2.0207 5.4316 -9.2734
N -2.0980 4.1709 -8.4314
C -2.8077 4.2166 -7.2900
C -2.8222 3.1594 -6.4046
C -2.1026 2.0055 -6.7150
C -1.3406 1.9961 -7.8776
C -1.3312 3.1054 -8.7016
C -2.1310 0.8209 -5.8023
C -2.0359 0.9268 -4.4110
C -2.0818 -0.2148 -3.6265
N -2.1438 -1.4232 -4.2109
C -2.2698 -1.5524 -5.5474
C -2.2173 -0.4563 -6.3670
C -2.0316 -2.6429 -3.3807
H -2.9812 5.4736 -9.7885
H -1.2701 5.2638 -10.0367
H -1.8911 6.2562 -8.5861
H -3.3958 5.1116 -7.1319
H -3.3750 3.2933 -5.4854
H -0.6848 1.1760 -8.1370
H -0.8902 3.0646 -9.6900
H -2.0030 1.8812 -3.9038
H -2.0641 -0.2256 -2.5415
H -2.2542 -2.5755 -5.9017
H -2.4082 -0.5758 -7.4255
H -1.1090 -3.1678 -3.6113
H -2.8747 -3.2866 -3.6257
H -2.0729 -2.3450 -2.3365

Cartesian forces (eV/Å) of the 6 atoms listed first:
0.6 -1.1 0.9
-0.5 0.2 -0.2
-0.1 0.6 -0.4
-0.2 0.1 -0.3
-0.2 0.6 -0.3
0.1 -0.1 0.9

**F_max**: 1.889 eV/A
**Total charge**: +7
**2S+1**: 1
**Orbital gap**: 0.27314 hartree

Results of the Mulliken charge analysis, in e, for atoms 1 through 5:
1. N 0.866
2. O -0.557
3. O -0.561
4. O -0.620
5. C -1.353

=====

No. 4
ORCA calculation (ωB97M-V with the def2-TZVPD basis set) on a structure of composition CHO3Rb at a distorted geometry.

Atoms and positions in Å:
Rb -2.8587 -0.9463 0.0977
O 1.3396 -0.5192 0.0444
C 0.3349 0.2771 0.1916
O -0.3951 0.2201 1.1688
O 0.1252 1.0686 -0.6908
H 1.4542 -0.1003 -0.8117

Atomic forces in eV per Å
0.9 0.5 0.2
2.4 -2.0 -0.3
-3.1 1.1 2.7
-2.0 -1.7 3.3
-0.2 2.7 -4.5
2.0 -0.7 -1.4

**F_max**: 5.230 eV/A
**Total charge**: 0
**2S+1**: 1
**Orbital gap**: 0.23830 hartree
**Energy relative to the best compared isomer or geometry (same formula, charge and spin)**: 1.122 eV

Results of the Mulliken charge analysis, in e, for atoms 1 through 5:
1. Rb 0.963
2. O -0.435
3. C 0.591
4. O -0.805
5. O -0.663